Here is a molecular structure, C5H12N2O in a non-equilibrium geometry from the OMol25 dataset. Energies are from wB97M-V/def2-TZVPD.

Values from the calculation:
LUMO level = 0.56 eV
energy relative to the best compared isomer or geometry (same formula, charge and spin) = 120.2 kcal per mole

CARTESIAN COORDINATES (ANGSTROEM)
C 1.65721 -1.33494 0.46582
N 0.64672 -0.26243 0.20562
C -0.89248 -0.66010 0.38620
C -1.28780 -0.92738 1.66582
H 0.74362 0.47638 0.89944
H -1.13821 -1.33914 -0.42002
H 1.41255 -1.84115 1.39431
H 2.64364 -0.87535 0.52182
H 1.62112 -2.05942 -0.34334
H -2.11618 -1.60101 1.83356
H -0.96952 -0.30259 2.49435
C -1.64133 1.01636 -0.46110
C 0.77357 0.32720 -1.17890
N 1.23014 1.62436 -1.17370
O 0.81237 -0.42457 -2.12013
H 1.35919 1.98597 -2.10921
H 0.79422 2.26180 -0.52177
H -2.67547 0.68360 -0.39614
H -1.48160 1.78511 0.30562
H -1.49177 1.46730 -1.44826

Löwdin atomic charge list, values in e, 2 entries:
1 C 0.00
2 N -0.06